[1]
Below is a gas-phase ion, C5H4N (charge +1) at a distorted geometry, with properties calculated with ωB97M-V/def2-TZVPD.

Last columns: bonded neighbours and bond lengths (Å).
Cartesian coordinates (Å):
1 C 0.180 2.824 -0.216  N2 1.163, H7 1.079
2 N 0.099 1.768 -0.697  C1 1.163, C3 1.337
3 C 0.060 0.486 -1.077  N2 1.337, C4 1.288, H8 1.192
4 C 0.432 -0.527 -0.374  C3 1.288, C5 1.239
5 C 0.522 -1.392 0.508  C4 1.239, C6 1.361
6 C -0.186 -2.311 1.221  C5 1.361, H9 1.142, H10 1.062
7 H 0.238 3.877 0.009  C1 1.079
8 H -0.443 0.526 -2.157  C3 1.192
9 H -0.710 -3.030 0.505  C6 1.142
10 H -0.192 -2.222 2.279  C6 1.062

## Properties
- Total charge: +1
- E_HOMO: -13.948 eV
- HOMO-LUMO gap: 0.307 Eh
- Multiplicity: 1
- E_tot: -247.2190 a.u.
- Lowest unoccupied orbital energy: -5.602 eV
- SMILES: C#[N+]C=C=C=C

---

[2]
Below is a gas-phase ion, C5H4N (charge +1) at a distorted geometry, with properties calculated with ωB97M-V/def2-TZVPD.

Last columns: bonded neighbours and bond lengths (Å).
Cartesian coordinates (Å):
1 C -1.640 0.320 -0.032  C2 1.281, C3 1.393
2 C -0.861 1.333 0.060  C1 1.281, C5 1.328
3 C -1.201 -1.002 -0.006  C1 1.393, N6 1.232, H7 1.170
4 C 0.922 -0.108 0.069  C5 1.463, N6 1.375, H8 1.078, H9 1.060
5 C 0.462 1.276 -0.044  C2 1.328, C4 1.463, H10 1.092
6 N 0.023 -1.146 0.012  C3 1.232, C4 1.375
7 H -1.863 -1.963 -0.079  C3 1.170
8 H 1.750 -0.395 -0.560  C4 1.078
9 H 1.436 -0.516 0.900  C4 1.060
10 H 0.972 2.200 -0.321  C5 1.092

## Properties
- Total charge: +1
- E_HOMO: -16.278 eV
- HOMO-LUMO gap: 0.326 Eh
- Multiplicity: 1
- E_tot: -247.1735 a.u.
- Lowest unoccupied orbital energy: -7.409 eV

---

[3]
Below is a gas-phase ion, C5H4N (charge +1) at a distorted geometry, with properties calculated with ωB97M-V/def2-TZVPD.

Last columns: bonded neighbours and bond lengths (Å).
Cartesian coordinates (Å):
1 C -4.011 -0.265 -0.356  C4 1.270
2 C -2.047 -0.872 0.210  C3 1.752, C4 1.640, N6 1.340
3 C -1.732 0.845 0.369  C2 1.752, C4 1.396, N6 1.420, H7 1.095
4 C -3.021 0.435 0.022  C1 1.270, C2 1.640, C3 1.396
5 C 0.413 -0.479 -0.207  N6 1.379, H8 1.073, H9 1.081, H10 1.059
6 N -0.938 -0.212 -0.152  C2 1.340, C3 1.420, C5 1.379
7 H -1.314 1.676 0.944  C3 1.095
8 H 0.765 -0.562 -1.217  C5 1.073
9 H 1.065 0.336 0.074  C5 1.081
10 H 0.550 -1.245 0.511  C5 1.059

## Properties
- Total charge: +1
- E_HOMO (spin up / spin down): -16.034 / -16.034 eV
- HOMO-LUMO gap (spin up / spin down): 0.318 / 0.318 Eh
- Multiplicity: 1
- E_tot: -247.0476 a.u.
- Lowest unoccupied orbital energy (spin up / spin down): -7.369 / -7.369 eV

---

[4]
Below is a single C5H4N2 molecule, with properties calculated with ωB97M-V/def2-TZVPD.

Last columns: bonded neighbours and bond lengths (Å).
Cartesian coordinates (Å):
1 C -1.518 2.428 1.099  C2 1.284
2 C -0.935 1.471 0.472  C1 1.284, C3 1.441, H8 1.132
3 C -0.077 0.350 0.185  C2 1.441, C4 1.377, N7 1.356
4 C 0.216 -0.195 -1.046  C3 1.377, C5 1.406, H9 1.081
5 C 0.904 -1.384 -0.747  C4 1.406, N6 1.327, H10 1.081
6 N 1.048 -1.553 0.561  C5 1.327, N7 1.337
7 N 0.450 -0.491 1.109  C3 1.356, N6 1.337, H11 1.008
8 H -1.729 1.682 -0.306  C2 1.132
9 H -0.047 0.227 -2.005  C4 1.081
10 H 1.272 -2.131 -1.435  C5 1.081
11 H 0.417 -0.405 2.114  N7 1.008

## Properties
- E_HOMO: -9.429 eV
- HOMO-LUMO gap: 0.355 Eh
- Multiplicity: 1
- E_tot: -302.2846 a.u.
- Lowest unoccupied orbital energy: 0.230 eV

---

[5]
Below is a single C5H4N2 molecule at a distorted geometry, with properties calculated with ωB97M-V/def2-TZVPD.

Last columns: bonded neighbours and bond lengths (Å).
Cartesian coordinates (Å):
1 C 2.359 0.776 0.118  C2 1.204, H8 1.071
2 C 1.270 0.329 -0.132  C1 1.204, C3 1.450
3 C 0.034 -0.359 -0.450  C2 1.450, N4 1.404, C5 1.822, C6 1.871, H9 1.079
4 N -0.349 -1.384 0.428  C3 1.404, C5 1.458, H10 1.011
5 C -1.582 -0.611 0.350  C3 1.822, N4 1.458, C6 1.535, H11 1.097
6 C -1.282 0.867 0.064  C3 1.871, C5 1.535, N7 1.173
7 N -1.552 1.999 -0.077  C6 1.173
8 H 3.318 1.195 0.344  C1 1.071
9 H -0.125 -0.561 -1.498  C3 1.079
10 H 0.092 -1.233 1.326  N4 1.011
11 H -2.183 -1.017 -0.473  C5 1.097

## Properties
- E_HOMO (spin up / spin down): -9.068 / -9.067 eV
- HOMO-LUMO gap (spin up / spin down): 0.313 / 0.313 Eh
- Multiplicity: 1
- E_tot: -302.2064 a.u.
- Lowest unoccupied orbital energy (spin up / spin down): -0.553 / -0.553 eV

---

[6]
Below is a single C5H4N2 molecule at a distorted geometry, with properties calculated with ωB97M-V/def2-TZVPD.

Last columns: bonded neighbours and bond lengths (Å).
Cartesian coordinates (Å):
1 C 2.601 -0.447 -0.088  C2 1.210, H8 1.068
2 C 1.426 -0.164 -0.023  C1 1.210, C3 1.415
3 C 0.066 0.213 0.070  C2 1.415, C4 1.435, C7 1.471
4 C -0.942 -0.726 0.470  C3 1.435, N5 1.281, H9 1.097
5 N -2.115 -0.763 -0.042  C4 1.281, H10 1.024
6 N -1.398 1.448 -1.084  C7 1.241
7 C -0.317 1.523 -0.479  C3 1.471, N6 1.241, H11 1.098
8 H 3.635 -0.710 -0.139  C1 1.068
9 H -0.617 -1.385 1.286  C4 1.097
10 H -2.736 -1.344 0.528  N5 1.024
11 H 0.398 2.356 -0.499  C7 1.098

## Properties
- E_HOMO (spin up / spin down): -8.546 / -9.054 eV
- HOMO-LUMO gap (spin up / spin down): 0.306 / 0.270 Eh
- Multiplicity: 1
- E_tot: -302.2333 a.u.
- Lowest unoccupied orbital energy (spin up / spin down): -0.224 / -1.699 eV

---

[7]
Below is a single C5H4N2 molecule, with properties calculated with ωB97M-V/def2-TZVPD.

Last columns: bonded neighbours and bond lengths (Å).
Cartesian coordinates (Å):
1 C 2.800 -0.340 0.226  C2 1.204, H8 1.068
2 C 1.635 -0.103 0.042  C1 1.204, C3 1.425
3 C 0.228 0.084 -0.080  C2 1.425, C4 1.381, N7 1.359
4 C -0.735 -0.763 -0.591  C3 1.381, C5 1.411, H9 1.074
5 C -1.960 -0.170 -0.220  C4 1.411, N6 1.328, H10 1.084
6 N -1.775 0.976 0.425  C5 1.328, N7 1.333
7 N -0.450 1.110 0.498  C3 1.359, N6 1.333, H11 1.008
8 H 3.830 -0.572 0.392  C1 1.068
9 H -0.547 -1.636 -1.188  C4 1.074
10 H -2.964 -0.549 -0.372  C5 1.084
11 H -0.061 1.962 0.868  N7 1.008

## Properties
- E_HOMO: -9.072 eV
- HOMO-LUMO gap: 0.370 Eh
- Multiplicity: 1
- E_tot: -302.3589 a.u.
- Lowest unoccupied orbital energy: 0.984 eV
- SMILES: C#Cc1ccn[nH]1

---

[8]
Below is a single C5H4N2O molecule at a distorted geometry, with properties calculated with ωB97M-V/def2-TZVPD.

Last columns: bonded neighbours and bond lengths (Å).
Cartesian coordinates (Å):
1 O 0.252 -2.454 0.499  C2 1.373
2 C 0.425 -1.113 0.258  O1 1.373, C3 1.357, C8 1.418
3 C 0.551 -0.094 1.145  C2 1.357, C4 1.315, H9 1.210
4 C -0.046 1.067 1.307  C3 1.315, N5 1.427, H10 1.128
5 N -0.756 1.819 0.324  C4 1.427, N6 1.342
6 N -0.583 1.558 -0.981  N5 1.342, C7 1.326
7 C -0.195 0.412 -1.523  N6 1.326, C8 1.391, H11 1.154
8 C 0.157 -0.870 -1.113  C2 1.418, C7 1.391, H12 1.213
9 H 1.043 -0.274 2.236  C3 1.210
10 H -0.461 1.514 2.255  C4 1.128
11 H -0.457 0.324 -2.643  C7 1.154
12 H 0.069 -1.889 -1.766  C8 1.213

## Properties
- E_HOMO: -9.595 eV
- HOMO-LUMO gap: 0.276 Eh
- Multiplicity: 1
- E_tot: -377.4684 a.u.
- Lowest unoccupied orbital energy: -2.092 eV
- SMILES: O=c1ccnncc1

---

[9]
Below is a single C5H4N2O molecule at a distorted geometry, with properties calculated with ωB97M-V/def2-TZVPD.

Last columns: bonded neighbours and bond lengths (Å).
Cartesian coordinates (Å):
1 C -0.572 -1.914 1.996  C2 1.323, H9 1.017, H10 1.155
2 C -0.177 -0.804 1.395  C1 1.323, O3 1.441, H11 1.162
3 O 0.946 -0.651 0.504  C2 1.441, C4 1.398
4 C 0.598 0.198 -0.551  O3 1.398, C5 1.504, C7 1.410, H12 1.092
5 C -0.567 -0.209 -1.411  C4 1.504, N6 1.143
6 N -1.571 -0.450 -1.901  C5 1.143
7 C 0.547 1.601 -0.419  C4 1.410, N8 1.194
8 N 0.659 2.787 -0.339  C7 1.194
9 H -0.213 -2.854 1.851  C1 1.017
10 H -1.161 -2.045 2.981  C1 1.155
11 H -0.367 0.275 1.781  C2 1.162
12 H 1.577 0.243 -1.032  C4 1.092

## Properties
- E_HOMO: -10.762 eV
- HOMO-LUMO gap: 0.405 Eh
- Multiplicity: 1
- E_tot: -377.5429 a.u.
- Lowest unoccupied orbital energy: 0.250 eV
- SMILES: C=COC(C#N)C#N

---

[10]
Below is a single C5H4N2O molecule at a distorted geometry, with properties calculated with ωB97M-V/def2-TZVPD.

Last columns: bonded neighbours and bond lengths (Å).
Cartesian coordinates (Å):
1 C -0.412 -0.540 -0.611  C2 1.407, C8 1.530, H9 1.085
2 C 0.925 -0.181 -0.356  C1 1.407, N3 1.435, C6 1.438
3 N 2.311 -0.433 -0.625  C2 1.435, C4 1.275
4 C 2.910 0.334 0.199  N3 1.275, O5 1.392, H10 1.039
5 O 2.115 1.046 1.093  C4 1.392, C6 1.336
6 C 0.864 0.689 0.788  C2 1.438, O5 1.336, N7 1.275
7 N -0.278 1.052 1.225  C6 1.275, C8 1.431
8 C -1.182 0.325 0.387  C1 1.530, N7 1.431, H11 1.170, H12 1.023
9 H -0.963 -1.156 -1.314  C1 1.085
10 H 3.941 0.448 0.266  C4 1.039
11 H -1.967 1.087 -0.030  C8 1.170
12 H -1.611 -0.493 0.828  C8 1.023

## Properties
- E_HOMO: -9.251 eV
- HOMO-LUMO gap: 0.344 Eh
- Multiplicity: 1
- E_tot: -377.6087 a.u.
- Lowest unoccupied orbital energy: 0.105 eV
- SMILES: C1=c2ncoc2=NC1

---

ΔE to the lowest compared entry with this formula, charge and spin (computed, eV): 1.169 2.406 5.833 3.910 6.039 5.308 1.888 5.323 3.297 1.507